Computed, not measured: a molecular structure, C31H39Cl4N4O4PbSSb, with ωB97M-V/def2-TZVPD.

Properties
largest force on an atom: 1.028 eV/A
LUMO energy: -5.29 eV
HOMO energy: -12.36 eV
orbital gap: 7.07 eV
M: 1034.52 g/mol
relative energy (zero: lowest compared OMol25 entry of this formula, charge and spin): 9.8 kcal/mol
charge: +2

Geometry as XYZ:
```
85
Properties=species:S:1:pos:R:3:forces:R:3
Pb 0.448 0.849 -0.256 0.497 0.431 -0.471
C 3.822 1.917 2.868 0.175 -0.058 -0.099
C 2.419 1.548 2.490 0.361 0.150 0.286
O 2.188 0.829 1.508 -0.244 -0.137 -0.057
N 1.450 2.017 3.283 -0.171 0.120 0.241
C 0.051 1.645 3.163 -0.112 -0.008 -0.168
C -0.773 2.643 2.383 -0.125 0.189 0.273
C -1.374 3.721 3.017 0.027 -0.119 -0.176
C -2.135 4.614 2.274 0.145 -0.165 -0.148
C -2.294 4.382 0.916 0.036 -0.083 0.146
C -1.676 3.280 0.359 -0.076 0.106 -0.079
N -0.917 2.441 1.066 -0.029 -0.218 0.295
H 4.510 1.528 2.122 -0.037 0.041 -0.003
H 4.083 1.486 3.833 -0.047 -0.014 0.065
H 3.935 2.997 2.940 -0.001 0.088 0.011
H 1.708 2.612 4.058 0.078 -0.106 -0.095
H -0.380 1.535 4.159 0.088 -0.072 -0.098
H 0.014 0.677 2.655 -0.062 -0.002 0.201
H -1.260 3.852 4.082 0.024 -0.009 0.102
H -2.594 5.468 2.744 -0.080 0.071 0.076
H -2.887 5.032 0.296 -0.091 0.094 -0.099
H -1.772 3.068 -0.695 -0.051 -0.005 -0.007
Cl -3.819 -0.005 -5.680 -0.018 0.018 0.017
C -2.493 0.625 -4.797 0.033 0.114 -0.053
C -2.578 1.875 -4.186 -0.123 -0.101 -0.127
Cl -4.005 2.816 -4.338 -0.043 -0.009 -0.010
C -1.496 2.370 -3.462 -0.177 0.004 0.062
Cl -1.530 3.986 -2.859 0.155 0.158 -0.089
C -0.361 1.594 -3.267 0.011 -0.034 -0.015
O 0.690 1.945 -2.518 0.372 0.018 -0.164
C -0.239 0.389 -3.977 -0.704 0.342 -0.040
O 0.948 -0.231 -3.931 1.016 -0.030 0.158
C -1.293 -0.089 -4.740 -0.102 -0.013 0.045
Cl -1.108 -1.555 -5.605 0.133 -0.142 -0.007
C 3.682 -1.778 -4.368 -0.106 0.035 0.098
C 3.575 -0.450 -5.101 -0.177 0.457 0.332
Sb 2.527 1.025 -3.888 -0.405 0.167 0.167
C 3.518 1.251 -1.932 -0.395 -0.120 -0.723
C 5.000 1.536 -2.043 0.051 -0.064 -0.094
C 2.078 2.850 -5.020 0.229 -0.513 0.307
C 2.978 3.047 -6.223 0.058 -0.126 -0.001
H 4.074 -2.527 -5.052 0.039 -0.073 0.029
H 2.703 -2.113 -4.024 0.057 -0.060 -0.003
H 4.358 -1.712 -3.516 0.026 -0.055 0.060
H 2.961 -0.557 -5.996 -0.020 0.181 0.022
H 4.551 -0.063 -5.383 0.035 0.114 -0.052
H 3.325 0.331 -1.378 -0.066 -0.038 -0.043
H 2.998 2.081 -1.459 -0.172 -0.006 -0.057
H 5.530 0.725 -2.538 0.119 -0.035 -0.046
H 5.423 1.650 -1.045 0.053 0.007 -0.019
H 5.179 2.459 -2.589 0.127 0.072 -0.039
H 2.144 3.672 -4.307 -0.068 -0.158 0.096
H 1.036 2.731 -5.320 -0.055 -0.083 0.163
H 4.015 3.197 -5.934 0.099 0.009 -0.043
H 2.652 3.933 -6.766 0.013 0.028 -0.038
H 2.923 2.201 -6.907 0.044 0.000 -0.075
C -0.673 -5.256 3.598 -0.012 -0.060 -0.233
C -0.802 -5.186 2.080 0.109 0.164 0.125
C -0.346 -3.853 1.489 0.341 -0.560 -0.317
N -1.178 -2.773 1.980 -0.332 0.231 0.394
C -1.568 -1.709 1.320 0.320 -0.225 -0.287
S -1.019 -1.403 -0.291 -0.436 -0.373 0.060
N -2.413 -0.825 1.888 -0.286 0.335 0.049
C -2.911 -0.766 3.236 0.257 0.317 -0.217
O -2.901 0.320 3.757 -0.047 -0.065 0.095
C -3.420 -2.002 3.833 -0.352 -0.465 0.419
C -3.976 -3.028 3.056 0.016 0.274 0.112
C -4.540 -4.130 3.669 0.014 -0.039 -0.025
C -4.542 -4.235 5.055 0.027 0.111 -0.066
C -3.995 -3.224 5.833 0.010 -0.039 0.017
C -3.446 -2.108 5.230 0.093 0.095 -0.249
H -0.849 -6.277 3.926 -0.038 -0.043 0.138
H -1.403 -4.626 4.106 -0.090 0.087 0.139
H 0.326 -4.968 3.918 0.101 0.027 0.083
H -1.836 -5.380 1.789 -0.023 -0.028 -0.114
H -0.187 -5.969 1.639 -0.011 0.019 -0.106
H -0.405 -3.878 0.401 0.024 0.056 0.115
H 0.691 -3.648 1.774 -0.016 -0.044 -0.062
H -1.549 -2.919 2.916 0.004 0.080 -0.180
H -2.542 0.043 1.378 0.049 -0.152 0.074
H -4.003 -2.938 1.980 -0.023 -0.007 -0.119
H -4.992 -4.903 3.067 -0.034 -0.074 -0.045
H -4.985 -5.099 5.525 -0.032 -0.076 0.050
H -4.012 -3.303 6.910 0.018 0.011 0.057
H -3.030 -1.306 5.821 0.005 0.083 0.079
```
Forces are in eV/Å.